[1]
A 3-piece molecular cluster, C5H15N4S2 overall, computed with ωB97M-V/def2-TZVPD.

Its energy above the lowest of the compared OMol25 structures with the same formula, charge and spin is 48.0 kcal per mole. Its net charge is +1. The value obtained for the orbital gap is 8.43 eV. Its HOMO energy is -12.6 eV.

The geometry in XYZ format:
```
26
Properties=species:S:1:pos:R:3:nbo_charge:R:1
H -0.66531 -2.26870 -1.75951 0.24
N 1.46234 2.02657 -0.06507 -0.57
H -1.47366 0.92432 2.68687 0.26
H -2.13120 -1.83423 -2.63674 0.24
S 1.53996 -2.59940 0.00158 -0.30
C 2.87461 1.63129 0.13896 -0.39
H 3.32868 2.50861 -0.22953 0.22
C -1.47280 -1.48621 -1.91495 -0.62
C -2.17888 -1.31675 -0.58686 -0.10
H 0.60578 0.27135 0.63434 0.19
H -1.06711 -0.56963 -2.10804 0.23
H 3.01110 1.39584 1.15506 0.20
N -0.79052 1.62736 -0.14782 -0.77
H -3.13706 0.09913 2.41319 0.25
N -1.43797 -0.89323 0.55537 -0.12
H -0.83878 2.59707 -0.54845 0.36
H -2.76731 -2.10766 -0.29399 0.24
H 0.81888 -3.60356 0.29823 0.14
N -2.07648 0.19633 0.73494 -0.09
C 0.40064 1.33470 0.19472 0.31
S -3.24705 0.26655 -0.46127 0.48
H 1.38136 2.99928 -0.48325 0.40
H 2.10534 -2.44037 1.25004 0.17
H 3.20455 0.76805 -0.30745 0.21
C -2.29779 0.80659 2.01099 -0.43
H -2.71754 1.75160 2.01957 0.25
```

***

[2]
One molecule with the formula C5H15N5, computed with ωB97M-V/def2-TZVPD.

Its energy above the lowest of the compared OMol25 structures with the same formula, charge and spin is 152.1 kcal per mole. The value obtained for the orbital gap (spin up / spin down) is 7.73 / 7.71 eV. Its HOMO energy (spin up / spin down) is -6.6 / -6.6 eV.

The geometry in XYZ format:
```
25
Properties=species:S:1:pos:R:3:nbo_charge:R:1
N 1.16630 -1.28796 -0.68169 -0.48
H -2.81596 1.06379 0.62682 0.19
C -2.27334 1.52086 -0.23684 -0.43
H 3.21971 -1.31367 -0.59779 0.20
N 0.05752 -0.86879 -0.01095 -0.05
H -1.79065 -1.71687 1.28180 0.21
H -2.08316 -2.98905 0.13701 0.18
H -2.57973 1.03608 -1.22664 0.23
N -1.11242 -1.28484 -0.69038 -0.48
H -3.04671 -1.58010 0.01647 0.19
H 1.44548 2.44772 0.72131 0.20
C 2.59024 0.67727 0.14125 -0.42
N -0.86030 1.82260 0.01446 -0.45
N 0.18798 1.09917 -0.47379 -0.18
H 2.86299 1.27167 -0.81710 0.20
H -0.95987 -2.00229 -1.31789 0.34
C -2.05449 -1.93316 0.23039 -0.42
H 3.36294 0.80546 0.80208 0.21
H -2.66458 2.61104 -0.27217 0.20
H -0.79237 1.96125 1.09098 0.32
H 0.99827 0.85926 1.49223 0.17
H 1.11768 -1.27196 -1.67326 0.36
C 2.32083 -0.89279 -0.03542 -0.22
C 1.30667 1.33708 0.51711 -0.27
H 2.39698 -1.37177 0.96200 0.20
```

***

[3]
A 2-piece molecular cluster, C5H15NO overall, computed with ωB97M-V/def2-TZVPD.

As for the spin multiplicity: 2. Its energy above the lowest of the compared OMol25 structures with the same formula, charge and spin is 28.7 kcal per mole. Its net charge is -1. The value obtained for the orbital gap (spin up / spin down) is 2.67 / 8.72 eV. The expectation value of S² is 0.750. Its HOMO energy (spin up / spin down) is 1.2 / -5.0 eV.

The geometry in XYZ format:
```
22
Properties=species:S:1:pos:R:3:nbo_charge:R:1
H -1.31287 -2.31030 2.06216 0.19
H 1.79357 0.37062 -1.38913 0.21
H -0.81860 -1.21374 -0.18292 0.19
C -0.16908 -0.97784 0.64934 -0.31
H -0.21231 1.36505 -1.39684 0.18
H -1.60270 -0.39279 -1.76678 0.45
H -2.72223 -1.41820 -2.29237 0.34
H -1.60010 0.96627 -0.31420 0.17
O -1.86654 -0.98963 -2.47742 -1.17
H -1.79342 -0.66166 2.01748 0.20
H -0.62099 2.26582 0.15184 0.19
H 3.29980 0.41052 -0.53543 0.20
C -0.55827 1.30597 -0.36588 -0.69
C 2.33020 0.88739 -0.57815 -0.67
H 2.03695 -0.02198 1.29526 0.19
H 2.36708 1.92092 -0.93500 0.20
C 1.54182 0.78148 0.75594 -0.23
C -0.90750 -1.30152 1.94908 -0.71
H 1.58670 1.76276 1.24226 0.18
H 0.72672 -1.58728 0.56072 0.17
N 0.11791 0.47414 0.64060 -0.47
H -0.27393 -1.00695 2.78496 0.19
```

***

[4]
A 2-piece molecular cluster, C5H15NO overall, computed with ωB97M-V/def2-TZVPD.

Its energy above the lowest of the compared OMol25 structures with the same formula, charge and spin is 30.3 kcal per mole. The value obtained for the orbital gap is 9.33 eV. As for the structure (SMILES): CCN(C)CC.O. Its HOMO energy is -8.6 eV.

The geometry in XYZ format:
```
22
Properties=species:S:1:pos:R:3:nbo_charge:R:1
C 0.96920 -1.23581 -0.58379 -0.22
N -0.03642 -0.56742 0.23306 -0.44
H -3.05997 3.27643 1.81654 0.47
H 2.17915 1.25591 -0.95961 0.21
H -0.30477 0.90540 -1.22845 0.15
C 0.02379 0.83319 -0.17380 -0.22
H 1.26178 2.60328 -0.21641 0.21
H 0.20337 -3.23053 -1.01242 0.20
H 0.87413 -1.08340 -1.67612 0.16
H -0.66237 1.45225 0.43562 0.22
H 1.95524 -3.07001 -0.67404 0.21
H -2.05535 -0.14968 0.26528 0.21
O -2.09597 3.19358 1.63736 -0.94
C 1.44828 1.51692 -0.17583 -0.63
C -1.39903 -0.96336 -0.08653 -0.42
H 1.99392 -0.93712 -0.29022 0.20
C 0.94858 -2.75030 -0.35618 -0.62
H 1.88388 1.27123 0.80727 0.21
H -1.70004 -1.89927 0.41353 0.20
H -1.54037 -1.08419 -1.17375 0.17
H -1.66736 3.75744 2.32045 0.47
H 0.78034 -3.09457 0.67812 0.22
```

***

[5]
A 2-piece molecular cluster, C5H15NO overall, computed with ωB97M-V/def2-TZVPD.

Its energy above the lowest of the compared OMol25 structures with the same formula, charge and spin is 25.8 kcal per mole. The value obtained for the orbital gap is 9.49 eV. As for the structure (SMILES): CCCCCN.O. Its HOMO energy is -8.7 eV.

The geometry in XYZ format:
```
22
Properties=species:S:1:pos:R:3:nbo_charge:R:1
C 0.37114 0.12837 0.21445 -0.40
H 3.62119 0.48163 -0.86114 0.21
H -2.27444 -1.08111 1.23474 0.36
H 0.20288 -0.92807 0.41602 0.20
H 2.15774 0.74758 1.36240 0.19
H -0.42715 -1.85306 -2.68510 0.47
H 1.85183 1.72069 0.00170 0.20
H -2.10153 1.23580 -0.38492 0.17
H -0.44858 0.71195 2.13985 0.19
H 2.26771 -0.78214 -1.16282 0.23
H -2.55406 1.79507 1.19092 0.18
H 0.55434 -2.67709 -2.11653 0.46
H -3.69800 -0.23262 1.27756 0.37
H -0.27129 1.97478 1.07063 0.20
N -2.78028 -0.29447 0.88183 -0.87
H 0.05593 0.31462 -0.82100 0.20
C 1.77749 0.68174 0.33168 -0.40
C 2.81531 -0.14341 -0.47852 -0.62
C -0.62243 0.92334 1.07868 -0.40
O 0.43173 -1.74355 -2.29175 -0.92
C -2.07344 0.95376 0.67615 -0.21
H 3.38110 -0.85144 0.14638 0.19
```

***

[6]
A 2-piece molecular cluster, C5H15NO overall, computed with ωB97M-V/def2-TZVPD.

Its energy above the lowest of the compared OMol25 structures with the same formula, charge and spin is 45.3 kcal per mole. The value obtained for the orbital gap is 9.46 eV. As for the structure (SMILES): CCCNCC.O. Its HOMO energy is -8.5 eV.

The geometry in XYZ format:
```
22
Properties=species:S:1:pos:R:3:nbo_charge:R:1
H 3.95975 2.32485 2.98882 0.47
H -3.07303 2.48554 -1.24937 0.21
H 1.61271 -3.15865 -0.90984 0.21
C -1.22283 1.10451 -0.95119 -0.20
H -2.44534 1.99613 0.44190 0.20
O 3.31869 1.58926 3.11895 -0.94
C -0.02942 -1.71188 -0.82420 -0.40
N -0.52922 0.65656 0.23493 -0.65
H 0.76708 -3.05984 0.74361 0.21
H -1.83838 0.23625 -1.53786 0.13
C 0.47800 -0.44729 0.08337 -0.21
H 1.35946 0.04537 -0.35043 0.18
H 0.01905 -1.48177 -1.84814 0.20
H 2.69275 1.64434 2.39100 0.47
H -0.49918 1.43544 -1.68353 0.19
H -1.54849 3.07070 -0.50791 0.21
H -1.11291 -1.87227 -0.55968 0.19
H 0.74313 -0.86598 1.09725 0.19
H 0.02868 -3.64418 -0.78844 0.21
C -2.18346 2.19750 -0.54531 -0.61
C 0.72765 -2.97188 -0.36737 -0.62
H -1.22471 0.42727 1.02345 0.35
```

***

[7]
A 2-piece molecular cluster, C5H15NO overall, computed with ωB97M-V/def2-TZVPD.

Its energy above the lowest of the compared OMol25 structures with the same formula, charge and spin is 26.6 kcal per mole. The value obtained for the orbital gap is 10.19 eV. As for the structure (SMILES): CCC[C@H](C)N.O. Its HOMO energy is -9.4 eV.

The geometry in XYZ format:
```
22
Properties=species:S:1:pos:R:3:nbo_charge:R:1
H -2.39920 1.89905 0.40694 0.35
H 0.98581 -2.21155 3.40342 0.47
H 0.08475 0.73388 -2.80634 0.20
C 0.87703 1.26694 0.88263 -0.63
H -1.79235 0.58363 -1.27078 0.20
C 0.43762 -1.36977 -2.64682 -0.60
H 1.12091 -2.01957 -2.09457 0.20
O 0.93171 -3.14363 3.17371 -0.93
H -1.60384 2.82563 1.29575 0.36
H 1.26787 -3.18716 2.27423 0.47
C -0.40265 1.55563 0.03135 -0.02
H 0.76569 -1.32634 -3.68369 0.21
N -1.52917 1.87194 0.93906 -0.85
C 0.22269 0.02379 -1.99475 -0.41
H 0.93080 0.18547 1.08044 0.20
H 0.83524 1.87798 1.77844 0.22
H 1.83143 1.29225 0.36910 0.21
H -0.23281 2.43675 -0.61254 0.16
C -0.80511 0.32512 -0.89062 -0.40
H 1.22032 0.39660 -1.71506 0.20
H -0.52243 -1.85409 -2.71467 0.20
H -0.99161 -0.49159 -0.19040 0.21
```

***

[8]
A 2-piece molecular cluster, C5H15NO overall, computed with ωB97M-V/def2-TZVPD.

Its energy above the lowest of the compared OMol25 structures with the same formula, charge and spin is 17.8 kcal per mole. The value obtained for the orbital gap is 9.49 eV. As for the structure (SMILES): CCCCCN.O. Its HOMO energy is -8.9 eV.

The geometry in XYZ format:
```
22
Properties=species:S:1:pos:R:3:nbo_charge:R:1
C -1.11707 -0.20927 -1.24287 -0.22
H -1.64222 -1.64473 -2.53888 0.35
H -0.30873 -1.16133 1.23154 0.21
H -1.63844 0.52230 -1.88656 0.18
O 1.44846 -2.18351 -1.06042 -0.95
H -0.67441 0.23055 2.23688 0.20
H -2.44145 0.12062 0.36837 0.22
C 0.95399 2.12883 1.26815 -0.61
H -1.33755 1.44949 0.13117 0.19
H 0.21314 2.55107 0.58045 0.20
C -1.39383 0.35130 0.15981 -0.41
H 1.92040 2.54190 0.98623 0.21
H -0.04088 -0.10860 -1.45416 0.16
H -0.83021 -2.22655 -1.27758 0.37
H 1.93397 -2.69362 -1.73425 0.48
N -1.55188 -1.56560 -1.53478 -0.84
C 1.02143 0.59372 1.04285 -0.39
C -0.35238 -0.05456 1.21313 -0.40
H 0.62867 2.35282 2.27465 0.21
H 2.03561 -1.48702 -0.78012 0.47
H 1.64730 0.22289 1.88312 0.20
H 1.52609 0.26931 0.13326 0.18
```

***

[9]
A 2-piece molecular cluster, C5H15NO overall, computed with ωB97M-V/def2-TZVPD.

Its energy above the lowest of the compared OMol25 structures with the same formula, charge and spin is 28.5 kcal per mole. The value obtained for the orbital gap is 8.99 eV. As for the structure (SMILES): CCN(C)CC.O. Its HOMO energy is -8.1 eV.

The geometry in XYZ format:
```
22
Properties=species:S:1:pos:R:3:nbo_charge:R:1
H -2.00336 0.56071 0.50149 0.20
H 0.10357 0.10178 1.71482 0.17
H -0.28573 -5.13233 1.65664 0.47
C -1.43432 1.47682 0.30013 -0.41
H -0.39569 2.23912 -2.30032 0.22
H 0.37313 -6.43664 1.21159 0.47
H -1.98955 2.05890 -0.43475 0.20
C 0.39796 -1.23207 0.08203 -0.61
H 0.83603 -1.31131 -0.90844 0.21
C 0.25712 2.94048 -1.78880 -0.63
H 0.82071 -2.00721 0.71364 0.20
H 1.13546 3.17050 -2.39894 0.21
N -0.08798 1.17343 -0.10095 -0.46
H -0.67217 -1.47342 0.18027 0.20
H 1.71431 2.02074 -0.59302 0.20
C 0.69113 2.34601 -0.44179 -0.21
C 0.55362 0.16757 0.70587 -0.21
O -0.26274 -5.77270 0.93499 -0.94
H 1.60047 0.42941 0.85047 0.19
H 0.65828 3.10048 0.35542 0.16
H -0.27928 3.89204 -1.76519 0.20
H -1.46758 2.06271 1.23728 0.16
```

***

[10]
A 2-piece molecular cluster, C5H15NO overall, computed with ωB97M-V/def2-TZVPD.

Its energy above the lowest of the compared OMol25 structures with the same formula, charge and spin is 34.3 kcal per mole. The value obtained for the orbital gap is 9.80 eV. As for the structure (SMILES): CCCNCC.O. Its HOMO energy is -8.9 eV.

The geometry in XYZ format:
```
22
Properties=species:S:1:pos:R:3:nbo_charge:R:1
H -0.11669 1.42229 -0.05728 0.19
C -1.79286 -0.35570 -0.69752 -0.23
H 1.83086 -0.53533 0.45943 0.23
N -0.35186 -0.49907 -0.93913 -0.65
C 1.82534 0.40034 -0.08463 -0.41
H -0.24920 -0.82302 -1.89384 0.37
C 0.41920 0.72142 -0.67489 -0.22
H 1.64784 2.34140 0.68145 0.19
H 1.86950 1.21259 1.94052 0.21
H -3.09901 -0.49748 1.20683 0.22
C 2.25459 1.46760 0.95644 -0.61
H 0.58485 1.33170 -1.59700 0.17
H -2.34617 -1.22232 -1.13430 0.20
H 2.51130 0.41800 -0.93196 0.19
O 0.35777 -2.78546 0.52117 -0.96
H -2.09831 0.38878 -1.46633 0.16
H -1.48900 0.12000 1.45434 0.23
H -2.72697 1.06379 0.58799 0.21
H 0.12900 -3.66949 0.21099 0.45
H -0.18761 -2.21339 -0.06860 0.49
H 3.31108 1.61968 0.83192 0.21
C -2.28366 0.09367 0.69439 -0.65
```